The following is a DFT calculation (ωB97M-V with the def2-TZVPD basis set) of an isolated molecule of C3H2N2S2 at a distorted geometry.

XYZ file:
```
9
Properties=species:S:1:pos:R:3:forces:R:3
C 0.8489 0.6233 0.2515 0.3912 -3.8694 -0.1410
C 1.1548 -0.6967 -0.0692 0.9067 1.1523 -1.0479
C -1.4366 0.3791 -0.0538 2.0563 0.1840 1.1650
N -0.3483 1.0800 0.2151 -3.6085 1.1717 -0.7186
N 0.2136 -1.6247 -0.1504 1.3411 -1.1389 -0.4500
S -2.8902 1.1185 -0.1207 -2.0861 0.4392 -0.3589
S -1.3692 -1.3733 0.0158 -0.0971 0.3661 -0.0335
H 1.5923 1.2661 0.3980 3.0236 2.6704 0.6821
H 2.2346 -0.7724 -0.4864 -1.9271 -0.9755 0.9029
```
Forces are in eV/Å.

Properties
**Multiplicity**: 3
**ΔE to the lowest compared entry with this formula, charge and spin**: 0.000 eV
**Largest force on an atom**: 0.0796 hartree/bohr
**HOMO-LUMO gap (spin up / spin down)**: 7.04 / 6.08 eV

=====

The following is a DFT calculation (ωB97M-V with the def2-TZVPD basis set) of C19H24Cl2MoN2 as an isolated structure at a distorted geometry.

XYZ file:
```
48
Properties=species:S:1:pos:R:3:forces:R:3
Mo -1.8224 -12.5533 8.3572 1.5316 4.1012 -1.7452
C -4.1015 -14.5979 8.9401 -1.0813 0.2327 -0.3632
C -2.7388 -14.0587 9.2870 -0.3341 -2.5189 1.6172
C -1.4737 -14.5864 8.7394 -1.0580 -1.3405 2.7099
C -1.4037 -15.6908 7.7416 -0.7343 -0.2779 -0.7561
C -0.3165 -14.3178 9.5580 0.3856 -1.0802 -1.1876
C 1.0310 -14.7794 9.0541 0.2567 0.6269 0.2517
C -0.4542 -13.8099 10.8690 0.3551 1.2556 2.5201
C 0.5794 -14.0659 11.9523 -0.5106 -1.3698 -1.2458
C -1.5921 -13.0266 11.2674 0.5864 0.1974 -1.0284
C -1.5913 -12.1446 12.4797 1.2683 0.6589 -0.2332
C -2.7577 -13.1818 10.4475 0.6667 -0.8664 0.5161
C -4.0379 -12.7024 10.9751 -0.8623 1.1818 -0.4368
H -4.6277 -14.8729 9.8909 0.5601 -0.0655 -0.8481
H -4.0239 -15.4684 8.2879 -0.2586 0.1996 0.0729
H -4.7503 -13.8030 8.4959 0.3414 -0.8199 0.0118
H -0.6187 -15.4554 7.0445 0.2800 -0.1664 -0.6259
H -2.3675 -15.8355 7.1969 0.9162 0.0363 0.4138
H -1.1022 -16.6440 8.2206 -0.3195 0.4325 -0.0175
H 1.1419 -15.8872 9.1267 -0.2791 0.5167 -0.1601
H 1.8154 -14.3533 9.7030 -0.1397 -0.1547 -0.6485
H 1.1885 -14.4666 7.9915 -0.0354 -0.4632 0.7884
H 1.1509 -13.2080 12.2517 0.1533 0.8583 0.1645
H 1.3055 -14.7810 11.5405 -0.2445 0.0013 0.7208
H 0.0692 -14.4645 12.8664 0.3601 0.2163 -0.6800
H -0.5935 -11.5987 12.5760 -1.1042 -0.8866 -0.0189
H -1.7379 -12.7244 13.4142 -0.0306 0.2019 -0.3541
H -2.3546 -11.3627 12.3933 0.2512 -0.3575 0.3167
H -3.8752 -11.7798 11.5955 -0.7753 -1.1285 -0.6199
H -4.5365 -13.5244 11.5482 0.3730 0.6076 -0.0540
H -4.7194 -12.5126 10.1131 0.1412 0.2023 0.8877
Cl 0.6296 -11.6084 7.7478 -0.9542 0.0031 0.4473
C -0.0913 -9.9618 7.7916 -0.2540 1.2122 -1.0158
Cl -1.7728 -9.9405 8.4720 0.2795 -0.4858 0.2611
H -0.1900 -9.5791 6.7584 0.1830 -0.4012 0.4613
H 0.4796 -9.2596 8.3928 0.3275 -0.3268 0.1984
N -6.9623 -10.4220 5.6741 1.0423 -1.0210 -0.2613
C -6.0641 -11.1478 5.5546 -0.4512 0.9331 0.4134
C -4.8391 -11.9231 5.5857 -2.0345 -0.2319 -0.7245
C -4.6937 -13.0548 4.7648 0.4354 0.5107 -0.2713
C -3.4674 -13.7190 4.7531 1.1908 -0.8457 -0.6231
C -2.4414 -13.2657 5.5579 -0.1395 0.2547 1.5192
N -2.7316 -12.3490 6.5971 -0.2142 -0.1307 -1.3807
C -3.9182 -11.6425 6.5311 1.0999 0.2982 1.4225
H -5.5051 -13.2828 4.0866 -0.0402 -0.3902 -0.0784
H -3.2243 -14.5823 4.0860 -0.4890 0.9584 0.3591
H -1.3869 -13.6148 5.5422 -0.9548 0.0357 -0.1956
H -4.1368 -10.8794 7.3000 0.3139 -0.4041 -0.4996
```
Forces are in eV/Å.

Properties
**Multiplicity**: 3
**ΔE to the lowest compared entry with this formula, charge and spin**: 0.285 eV
**Net charge**: +4
**Largest force on an atom**: 0.0917 hartree/bohr
**HOMO-LUMO gap (spin up / spin down)**: 5.46 / 5.48 eV

=====

The following is a DFT calculation (ωB97M-V with the def2-TZVPD basis set) of a 2-piece molecular cluster, C2H7PS2 overall at a distorted geometry.

XYZ file:
```
12
Properties=species:S:1:pos:R:3:forces:R:3
C 1.2818 1.6154 -0.4068 -1.2893 0.8148 0.9643
C -1.9820 -1.6863 -0.1182 0.5854 0.3454 0.5430
P 0.9271 0.2068 0.7186 -0.3895 -0.3187 -0.9377
S 1.4579 -1.5136 -0.1291 -0.2393 1.1201 1.1698
S -2.1192 -0.0194 0.4580 1.8520 0.4004 0.7070
H 0.9465 1.4477 -1.4351 0.2905 -0.2167 0.3291
H 0.7148 2.4867 -0.0021 0.2083 -0.5169 -0.3064
H 2.3190 1.8930 -0.2976 0.4550 -0.1937 -0.3207
H -0.9161 -1.9944 -0.0773 0.0353 0.1839 -0.3806
H -2.3565 -1.6877 -1.1095 -0.0215 -0.3791 -1.0834
H -2.4876 -2.4156 0.4794 -0.5242 -0.2268 0.5583
H 1.5902 0.7302 1.9773 -0.9626 -1.0127 -1.2426
```
Forces are in eV/Å.

Properties
**ΔE to the lowest compared entry with this formula, charge and spin**: 2.193 eV
**Largest force on an atom**: 0.0393 hartree/bohr
**HOMO-LUMO gap (spin up / spin down)**: 6.74 / 6.62 eV

=====

The following is a DFT calculation (ωB97M-V with the def2-TZVPD basis set) of C3H10N3O as an isolated structure at a distorted geometry.

XYZ file:
```
17
Properties=species:S:1:pos:R:3:forces:R:3
C 2.4430 0.3848 -0.0709 3.2583 1.1059 -2.0626
C -1.9003 0.5370 -0.8739 4.2350 -0.1282 -2.6748
C -1.2204 -0.6708 1.0564 -2.6697 1.3545 0.9949
N 1.2630 0.4389 0.7638 0.1411 1.2027 -0.6454
N -1.0508 0.5618 0.3210 -0.5927 0.4955 0.6991
N 0.2327 0.4762 -0.2051 0.3593 -2.2802 -2.4871
O 0.2198 -1.1355 -0.9846 1.3441 2.6744 0.8801
H 2.7857 1.4017 -0.5412 -0.9426 -1.3224 1.1360
H 3.4627 0.0027 0.4398 -2.6038 0.4724 -0.7052
H 2.1294 -0.2270 -0.9673 0.8255 0.0719 0.9056
H -1.5317 -0.4130 -1.4121 -0.4149 1.3296 0.2600
H -2.9214 0.4260 -0.8398 -2.4532 0.4372 1.1729
H -1.5268 1.4195 -1.5146 -1.0058 -1.2241 0.8360
H -2.2737 -0.7842 1.3384 0.0722 -0.2788 -0.1551
H -0.7806 -1.3432 0.4002 0.2535 -2.4196 -1.0377
H -0.6627 -0.6148 1.9314 0.9610 0.1520 1.8929
H 1.3320 -0.4601 1.1584 -0.7673 -1.6428 0.9905
```
Forces are in eV/Å.

Properties
**ΔE to the lowest compared entry with this formula, charge and spin**: 6.773 eV
**Net charge**: -1
**Largest force on an atom**: 0.0974 hartree/bohr
**HOMO-LUMO gap (spin up / spin down)**: 7.23 / 7.23 eV

=====

The following is a DFT calculation (ωB97M-V with the def2-TZVPD basis set) of an isolated molecule of C5H7N at a distorted geometry.

XYZ file:
```
13
Properties=species:S:1:pos:R:3:forces:R:3
C -1.5134 -0.8118 0.2608 0.3258 0.2815 0.2411
C -0.3033 0.0555 -0.1974 0.3411 0.3577 0.2705
C -0.4810 1.4379 -0.5026 -0.3408 1.2819 -0.7202
N -0.4109 2.5999 -0.5300 -1.0212 -0.6143 -0.5862
C 1.2941 0.6077 0.3141 0.2709 -0.6076 0.5569
C 1.0223 -0.5968 -0.4594 0.2770 -0.2675 -0.1561
H -1.2521 -1.5553 1.0205 0.1510 0.2505 -0.0061
H -2.3663 -0.2339 0.6331 0.3899 0.1320 0.0248
H -1.9130 -1.4023 -0.5904 0.5343 0.4724 0.1549
H 1.4413 0.6882 1.3763 0.1621 -0.6828 0.2224
H 1.7616 1.4361 -0.2384 -0.9300 -0.2634 0.3688
H 1.1433 -1.4705 0.1712 -0.3376 -0.3629 -0.3689
H 1.3994 -0.7084 -1.4684 0.1774 0.0225 -0.0020
```
Forces are in eV/Å.

Properties
**ΔE to the lowest compared entry with this formula, charge and spin**: 3.283 eV
**Structure (SMILES)**: CC1(C#N)CC1
**Largest force on an atom**: 0.0294 hartree/bohr
**HOMO-LUMO gap**: 9.40 eV

=====

The following is a DFT calculation (ωB97M-V with the def2-TZVPD basis set) of an isolated molecule of C6H12O at a distorted geometry.

XYZ file:
```
19
Properties=species:S:1:pos:R:3:forces:R:3
C 1.1139 1.9735 1.2965 -0.0671 -0.6856 0.1056
C 0.4303 0.8917 1.6768 0.5683 -1.7942 -1.4237
C 0.1544 -0.5148 0.6881 1.6000 3.1505 4.4514
C 1.4217 -0.9136 -0.0396 -0.0778 0.0278 -0.2785
C -1.1141 -0.1689 0.0406 -1.1310 -1.1755 -4.9236
C -0.9645 -0.2639 -1.6674 -1.0178 0.3908 2.3410
O -2.2478 -0.5179 -2.2089 -0.2239 -0.0898 -0.1707
H 1.5859 2.0471 0.3201 -0.0439 -0.0556 0.0447
H 1.2937 2.8090 1.9715 -0.2573 -0.1187 -0.1206
H -0.0018 0.8637 2.6779 -0.0483 -0.1555 -0.2315
H -0.0455 -1.2859 1.4414 0.1374 0.0896 -0.0790
H 2.2213 -1.1118 0.6808 -0.1816 0.1260 -0.0427
H 1.2618 -1.8432 -0.5952 0.0494 0.1428 -0.0770
H 1.7744 -0.1406 -0.7269 -0.0412 -0.1071 -0.0380
H -1.5925 0.7971 0.2185 0.5373 -0.0638 0.1526
H -1.8747 -0.9184 0.2761 -0.0379 -0.0130 -0.1024
H -0.2736 -1.0043 -2.0787 0.2219 0.0237 0.6384
H -0.6480 0.7276 -1.9940 -0.0936 -0.1074 -0.1592
H -2.4948 -1.4264 -1.9777 0.1070 0.4150 -0.0868
```
Forces are in eV/Å.

Properties
**ΔE to the lowest compared entry with this formula, charge and spin**: 2.554 eV
**Structure (SMILES)**: C=C[C@H](C)CCO
**Largest force on an atom**: 0.1105 hartree/bohr
**HOMO-LUMO gap**: 10.25 eV

=====

Q: The lowest ΔE to the lowest compared entry with this formula, charge and spin belongs to which entry?
A: C3H2N2S2